Molecular formula: C3H4InLiO3
Method: DFT, wB97M-V/def2-TZVPD

Its strongest force on any atom is 5.5 eV/A. The net charge is +1. As for the LUMO energy (alpha / beta): -0.1572 / -0.1572 Eh. Its spin multiplicity is 2. Its relative energy (zero: lowest compared OMol25 entry of this formula, charge and spin) is 7.2 kcal per mole.

XYZ file:
```
12
C3H4InLiO3 (wB97M-V/def2-TZVPD)
H -1.533 1.513 1.531
C -1.474 0.591 0.915
C -0.020 0.272 0.814
O 0.523 0.054 -0.270
Li -0.835 0.445 -1.656
O -2.073 0.715 -0.319
H -1.919 -0.203 1.552
H 0.549 0.160 1.757
In -3.898 0.657 -0.758
C 3.107 -1.042 -0.343
O 3.329 -1.427 -1.524
H 4.244 -1.735 -1.697
```